# 1
ORCA calculation (ωB97M-V with the def2-TZVPD basis set) on a cluster of 3 separate species, C8H11BrNO2 in total at a distorted geometry.

Atoms and positions in Å:
C (-0.155, 2.830, -0.591)
C (-1.350, 3.054, 0.126)
C (0.247, 1.548, -0.756)
C (-2.075, 1.936, 0.482)
C (-0.359, 0.321, -0.299)
C (0.467, -2.286, 1.300)
C (1.580, -1.906, -0.957)
C (0.211, -2.183, -0.166)
N (-1.624, 0.638, 0.298)
O (-2.455, -0.358, 0.580)
O (-0.844, -2.444, -0.798)
Br (4.154, 1.135, 0.049)
H (0.528, 3.576, -0.919)
H (-1.596, 4.045, 0.478)
H (1.348, 1.450, -1.134)
H (-3.070, 1.919, 0.751)
H (0.243, -1.364, 1.791)
H (1.517, -2.425, 1.480)
H (-0.108, -3.011, 1.846)
H (2.169, -2.768, -0.727)
H (1.411, -1.821, -1.969)
H (2.038, -0.854, -0.740)
H (-2.279, -1.033, -0.124)

Results
Charge   -1
E_HOMO   -3.82 eV
Energy relative to the best compared isomer or geometry (same formula, charge and spin)   0.0 kJ/mol
Frontier orbital gap   6.85 eV
LUMO   3.037 eV

=====

# 2
ORCA calculation (ωB97M-V with the def2-TZVPD basis set) on a cluster of 2 separate species, C4H5N3 in total.

Atoms and positions in Å:
N (-3.168, 0.611, -0.081)
C (0.117, 0.720, 0.163)
C (1.315, 1.154, 0.266)
N (2.554, 0.948, 0.270)
C (2.656, -0.410, 0.058)
N (1.614, -1.202, -0.101)
C (0.379, -0.667, -0.054)
H (-3.047, 0.304, -1.042)
H (-3.380, -0.219, 0.464)
H (-2.256, 0.944, 0.224)
H (3.660, -0.817, 0.027)
H (-0.444, -1.366, -0.194)

Results
E_HOMO   -9.74 eV
Energy relative to the best compared isomer or geometry (same formula, charge and spin)   410.6 kJ/mol
Frontier orbital gap   9.36 eV
SMILES   C1=C=NC=NC=1.N
LUMO   -0.387 eV

=====

# 3
ORCA calculation (ωB97M-V with the def2-TZVPD basis set) on a cluster of 3 separate species, C16H21F9O15P2S in total.

Atoms and positions in Å:
O (-0.847, 1.292, -0.815)
C (-1.276, 0.859, 0.208)
O (-2.356, 0.056, 0.324)
C (-0.613, 1.243, 1.544)
C (0.646, 0.458, 1.725)
C (1.860, 0.833, 2.135)
S (2.428, 2.428, 2.645)
O (3.753, 2.278, 3.140)
O (2.087, 3.389, 1.644)
C (1.415, 2.788, 4.202)
F (2.294, 3.269, 5.071)
F (0.988, 1.591, 4.651)
C (0.157, 3.750, 4.187)
F (0.091, 4.267, 5.425)
F (-0.927, 2.981, 3.989)
C (-0.010, 4.955, 3.198)
F (-0.295, 4.497, 1.978)
F (-1.097, 5.604, 3.646)
C (1.178, 5.985, 3.130)
F (2.279, 5.456, 3.672)
F (0.871, 7.080, 3.815)
F (1.432, 6.319, 1.879)
C (2.793, -0.351, 2.073)
O (3.938, -0.464, 2.321)
O (2.027, -1.426, 1.621)
C (0.752, -1.016, 1.382)
O (-0.102, -1.732, 0.975)
H (-2.121, -0.877, 0.165)
H (-0.354, 2.300, 1.481)
H (-1.297, 1.043, 2.373)
C (3.349, 2.265, -2.981)
O (3.617, 1.109, -3.783)
P (2.391, 0.164, -4.148)
O (1.678, -0.419, -3.015)
O (3.072, -0.874, -5.112)
C (4.049, -0.463, -6.078)
O (1.478, 1.056, -5.101)
C (0.191, 1.480, -4.614)
H (4.292, 2.573, -2.539)
H (2.958, 3.068, -3.607)
H (2.637, 2.031, -2.188)
H (5.009, -0.307, -5.590)
H (3.739, 0.451, -6.584)
H (4.128, -1.269, -6.802)
H (-0.114, 2.333, -5.216)
H (0.244, 1.763, -3.565)
H (-0.532, 0.674, -4.723)
C (-5.799, -5.101, 0.551)
O (-4.846, -4.737, -0.453)
P (-3.432, -4.192, 0.022)
O (-3.455, -2.994, 0.859)
O (-2.679, -4.025, -1.343)
C (-2.792, -4.997, -2.393)
O (-2.736, -5.448, 0.709)
C (-2.450, -5.426, 2.115)
H (-6.777, -5.100, 0.079)
H (-5.577, -6.100, 0.929)
H (-5.794, -4.379, 1.369)
H (-3.736, -4.865, -2.917)
H (-2.726, -6.009, -1.995)
H (-1.961, -4.818, -3.069)
H (-2.323, -6.460, 2.423)
H (-3.264, -4.970, 2.678)
H (-1.534, -4.868, 2.298)

Results
E_HOMO   -10.53 eV
Frontier orbital gap   8.77 eV
SMILES   O=C(O)CC1=C(S(=O)(=O)C(F)(F)C(F)(F)C(F)(F)C(F)(F)F)C(=O)OC1=O.COP(=O)(OC)OC.COP(=O)(OC)OC
LUMO   -1.762 eV

=====

# 4
ORCA calculation (ωB97M-V with the def2-TZVPD basis set) on a cluster of 2 separate species, CH3O4S in total at a distorted geometry.

Atoms and positions in Å:
C (-1.157, -0.412, -0.602)
O (2.134, -0.807, -0.637)
O (2.597, 0.311, 1.624)
O (-2.130, 0.253, -0.406)
O (-0.167, -0.503, 0.073)
S (2.941, 0.471, 0.018)
H (-1.130, -0.859, -1.669)
H (1.131, -0.589, -0.420)
H (1.605, 0.063, 1.662)

Results
Charge   -1
E_HOMO   -4.14 eV
Energy relative to the best compared isomer or geometry (same formula, charge and spin)   95.1 kJ/mol
Frontier orbital gap   7.81 eV
LUMO   3.676 eV

=====

# 5
ORCA calculation (ωB97M-V with the def2-TZVPD basis set) on a structure of composition C52H48EuN7O3S3Si at a distorted geometry.

Atoms and positions in Å:
Eu (0.683, 0.673, 0.602)
S (-0.836, 1.904, 2.896)
C (-1.501, 0.283, 2.799)
N (-0.844, -0.718, 2.272)
C (-1.431, -1.912, 2.545)
C (-0.986, -3.175, 2.144)
C (-1.700, -4.292, 2.517)
C (-2.854, -4.195, 3.286)
C (-3.313, -2.957, 3.707)
C (-2.603, -1.834, 3.335)
S (-2.942, -0.168, 3.710)
H (-0.087, -3.265, 1.557)
H (-1.352, -5.267, 2.205)
H (-3.403, -5.089, 3.541)
H (-4.207, -2.867, 4.306)
O (2.834, -2.818, 2.062)
C (2.226, -1.975, 1.401)
O (2.080, -0.748, 1.657)
C (1.616, -2.446, 0.071)
C (1.711, -3.787, -0.319)
C (1.224, -4.176, -1.546)
C (0.724, -3.188, -2.424)
C (0.301, -3.461, -3.737)
C (-0.098, -2.442, -4.574)
C (-0.116, -1.126, -4.116)
C (0.246, -0.831, -2.823)
C (0.677, -1.846, -1.950)
N (1.066, -1.505, -0.697)
H (2.145, -4.486, 0.381)
H (1.251, -5.213, -1.863)
H (0.316, -4.486, -4.085)
H (-0.403, -2.658, -5.591)
H (-0.409, -0.328, -4.783)
H (0.213, 0.186, -2.451)
C (5.084, 4.953, 0.148)
C (5.047, 4.671, 1.507)
C (4.075, 3.854, 2.035)
C (3.078, 3.268, 1.218)
C (3.092, 3.637, -0.143)
C (4.081, 4.439, -0.664)
N (2.132, 2.407, 1.720)
N (2.550, 1.950, 2.929)
C (1.809, 1.428, 3.881)
C (2.582, 0.860, 4.948)
C (2.038, 0.444, 6.122)
C (0.659, 0.563, 6.350)
C (-0.134, 1.058, 5.343)
C (0.395, 1.451, 4.118)
H (5.866, 5.577, -0.266)
H (5.789, 5.110, 2.167)
H (4.054, 3.636, 3.093)
H (2.320, 3.276, -0.800)
H (4.070, 4.677, -1.722)
H (3.639, 0.751, 4.760)
H (2.671, 0.030, 6.899)
H (0.223, 0.263, 7.294)
H (-1.205, 1.135, 5.490)
S (-0.214, 3.116, -0.885)
C (0.514, 2.662, -2.276)
N (1.028, 2.395, -3.286)
N (2.532, 0.793, -0.992)
C (3.529, 0.824, -1.567)
N (4.656, 0.879, -2.204)
C (4.695, 1.175, -3.619)
C (5.162, -0.057, -4.397)
C (6.497, -0.552, -3.839)
C (6.354, -0.866, -2.350)
C (5.873, 0.380, -1.604)
H (5.400, 2.003, -3.776)
H (3.697, 1.490, -3.932)
H (5.260, 0.198, -5.453)
H (4.411, -0.844, -4.304)
H (7.259, 0.221, -3.975)
H (6.824, -1.441, -4.381)
H (7.308, -1.193, -1.932)
H (5.628, -1.671, -2.212)
H (6.635, 1.169, -1.663)
H (5.678, 0.156, -0.553)
C (-5.339, 0.542, -2.156)
C (-3.892, 1.013, -1.998)
C (-3.075, 0.490, -3.172)
C (-3.861, 2.541, -2.046)
Si (-3.129, 0.381, -0.324)
O (-1.582, 0.518, -0.154)
C (-3.550, -1.481, -0.193)
C (-4.521, -2.067, 0.607)
C (-4.701, -3.439, 0.640)
C (-3.899, -4.267, -0.122)
C (-2.900, -3.709, -0.901)
C (-2.734, -2.338, -0.925)
C (-4.122, 1.452, 0.913)
C (-3.491, 2.604, 1.371)
C (-4.102, 3.482, 2.246)
C (-5.392, 3.228, 2.680)
C (-6.058, 2.110, 2.209)
C (-5.431, 1.241, 1.333)
H (-5.759, 0.872, -3.111)
H (-5.958, 0.943, -1.357)
H (-5.393, -0.546, -2.120)
H (-3.480, 0.846, -4.124)
H (-3.066, -0.598, -3.186)
H (-2.052, 0.841, -3.084)
H (-4.211, 2.906, -3.017)
H (-2.846, 2.900, -1.893)
H (-4.489, 2.973, -1.267)
H (-5.137, -1.447, 1.241)
H (-5.465, -3.868, 1.277)
H (-4.031, -5.341, -0.086)
H (-2.245, -4.344, -1.484)
H (-1.934, -1.911, -1.508)
H (-2.498, 2.824, 1.011)
H (-3.571, 4.362, 2.584)
H (-5.884, 3.901, 3.371)
H (-7.078, 1.920, 2.527)
H (-5.990, 0.397, 0.953)

Results
Charge   -2
E_HOMO (spin up / spin down)   0.52 / -2.76 eV
2S+1   7
Frontier orbital gap (spin up / spin down)   3.39 / 6.63 eV
LUMO (spin up / spin down)   3.908 / 3.876 eV

=====

# 6
ORCA calculation (ωB97M-V with the def2-TZVPD basis set) on a cluster of 9 separate species, C38H54F24NO17P2 in total at a distorted geometry.

Atoms and positions in Å:
C (-1.208, 2.593, -3.543)
C (-1.625, 2.003, -4.648)
P (-2.473, 1.208, -6.156)
C (-2.011, -0.661, -6.184)
C (-2.789, -1.527, -5.062)
O (-2.015, -1.835, -3.881)
C (-0.837, -2.643, -4.194)
C (-0.267, -3.309, -2.819)
P (-4.647, 1.552, -6.179)
N (-5.261, 1.688, -4.681)
H (-0.555, 3.130, -2.748)
H (-1.951, 1.734, -7.409)
H (-2.300, -1.019, -7.243)
H (-0.866, -0.685, -6.115)
H (-3.688, -0.877, -4.699)
H (-3.285, -2.477, -5.527)
H (-0.012, -1.883, -4.523)
H (-1.004, -3.429, -5.019)
H (-0.343, -2.459, -2.023)
H (0.853, -3.571, -2.906)
H (-0.862, -4.245, -2.493)
H (-4.863, 2.797, -6.888)
H (-5.334, 0.494, -6.881)
H (-4.501, 1.548, -3.978)
C (-2.058, -6.913, -8.598)
C (-1.366, -6.214, -9.751)
O (-1.550, -4.790, -9.668)
C (-0.728, -4.133, -8.817)
O (0.122, -4.668, -8.146)
C (-1.000, -2.632, -8.865)
F (-2.324, -2.339, -8.828)
F (-0.520, -2.065, -9.993)
F (-0.434, -1.963, -7.831)
H (-3.114, -6.630, -8.556)
H (-1.986, -7.997, -8.705)
H (-1.614, -6.630, -7.640)
H (-1.812, -6.534, -10.695)
H (-0.302, -6.465, -9.797)
C (-4.896, 4.803, -3.022)
C (-4.209, 5.506, -4.174)
O (-4.387, 6.926, -4.084)
C (-3.554, 7.575, -3.234)
O (-2.703, 7.030, -2.572)
C (-3.819, 9.079, -3.270)
F (-5.137, 9.377, -3.222)
F (-3.341, 9.647, -4.403)
F (-3.242, 9.735, -2.234)
H (-5.950, 5.088, -2.972)
H (-4.827, 3.720, -3.135)
H (-4.446, 5.080, -2.065)
H (-4.663, 5.190, -5.117)
H (-3.145, 5.251, -4.227)
C (1.113, -1.313, 3.302)
C (1.872, -2.620, 3.426)
O (1.268, -3.637, 2.608)
C (1.591, -3.610, 1.294)
O (2.334, -2.798, 0.793)
C (0.922, -4.767, 0.557)
F (-0.381, -4.915, 0.890)
F (1.517, -5.952, 0.825)
F (0.954, -4.622, -0.787)
H (0.054, -1.460, 3.531)
H (1.522, -0.563, 3.983)
H (1.167, -0.920, 2.283)
H (1.822, -2.976, 4.457)
H (2.931, -2.499, 3.178)
C (-3.178, 12.286, -2.972)
C (-2.834, 13.162, -4.161)
O (-2.717, 14.537, -3.763)
C (-1.536, 14.893, -3.200)
O (-0.615, 14.133, -3.021)
C (-1.530, 16.383, -2.870)
F (-2.672, 16.788, -2.268)
F (-1.394, 17.146, -3.980)
F (-0.522, 16.731, -2.043)
H (-4.077, 12.654, -2.471)
H (-3.343, 11.268, -3.286)
H (-2.375, 12.293, -2.230)
H (-3.642, 13.115, -4.895)
H (-1.922, 12.824, -4.663)
C (-1.239, -7.818, 1.568)
C (-0.760, -9.217, 1.231)
O (-0.666, -10.021, 2.416)
C (-1.827, -10.561, 2.861)
O (-2.898, -10.397, 2.326)
C (-1.576, -11.426, 4.093)
F (-0.765, -10.826, 4.994)
F (-0.987, -12.602, 3.773)
F (-2.712, -11.736, 4.753)
H (-0.598, -7.366, 2.330)
H (-1.234, -7.184, 0.679)
H (-2.253, -7.836, 1.974)
H (0.245, -9.167, 0.804)
H (-1.402, -9.696, 0.486)
C (-0.219, 2.027, 8.336)
C (1.228, 1.883, 8.765)
O (1.700, 0.548, 8.519)
C (2.083, 0.278, 7.250)
O (2.045, 1.077, 6.344)
C (2.604, -1.153, 7.144)
F (1.808, -2.047, 7.773)
F (3.833, -1.287, 7.695)
F (2.712, -1.577, 5.864)
H (-0.840, 1.269, 8.819)
H (-0.602, 3.017, 8.595)
H (-0.327, 1.888, 7.257)
H (1.308, 2.052, 9.838)
H (1.871, 2.620, 8.274)
C (5.818, -0.818, 12.438)
C (4.972, -0.398, 13.623)
O (3.765, 0.246, 13.183)
C (2.760, -0.577, 12.797)
O (2.831, -1.782, 12.803)
C (1.529, 0.235, 12.402)
F (1.832, 1.289, 11.607)
F (0.889, 0.743, 13.481)
F (0.615, -0.495, 11.728)
H (6.015, 0.036, 11.784)
H (6.771, -1.236, 12.773)
H (5.306, -1.571, 11.833)
H (5.518, 0.334, 14.223)
H (4.743, -1.245, 14.278)
C (4.905, -3.135, 0.101)
C (4.934, -2.971, -1.405)
O (6.047, -2.158, -1.808)
C (7.245, -2.787, -1.887)
O (7.412, -3.957, -1.639)
C (8.324, -1.822, -2.370)
F (8.272, -0.625, -1.740)
F (8.213, -1.561, -3.693)
F (9.573, -2.297, -2.178)
H (4.909, -2.159, 0.594)
H (4.020, -3.683, 0.411)
H (5.787, -3.674, 0.456)
H (4.030, -2.452, -1.734)
H (4.954, -3.938, -1.917)

Results
Charge   +1
E_HOMO   -12.41 eV
Frontier orbital gap   7.63 eV
LUMO   -4.780 eV

=====

Repeat the third record exactly.
ORCA calculation (ωB97M-V with the def2-TZVPD basis set) on a cluster of 3 separate species, C16H21F9O15P2S in total.

Atoms and positions in Å:
O (-0.847, 1.292, -0.815)
C (-1.276, 0.859, 0.208)
O (-2.356, 0.056, 0.324)
C (-0.613, 1.243, 1.544)
C (0.646, 0.458, 1.725)
C (1.860, 0.833, 2.135)
S (2.428, 2.428, 2.645)
O (3.753, 2.278, 3.140)
O (2.087, 3.389, 1.644)
C (1.415, 2.788, 4.202)
F (2.294, 3.269, 5.071)
F (0.988, 1.591, 4.651)
C (0.157, 3.750, 4.187)
F (0.091, 4.267, 5.425)
F (-0.927, 2.981, 3.989)
C (-0.010, 4.955, 3.198)
F (-0.295, 4.497, 1.978)
F (-1.097, 5.604, 3.646)
C (1.178, 5.985, 3.130)
F (2.279, 5.456, 3.672)
F (0.871, 7.080, 3.815)
F (1.432, 6.319, 1.879)
C (2.793, -0.351, 2.073)
O (3.938, -0.464, 2.321)
O (2.027, -1.426, 1.621)
C (0.752, -1.016, 1.382)
O (-0.102, -1.732, 0.975)
H (-2.121, -0.877, 0.165)
H (-0.354, 2.300, 1.481)
H (-1.297, 1.043, 2.373)
C (3.349, 2.265, -2.981)
O (3.617, 1.109, -3.783)
P (2.391, 0.164, -4.148)
O (1.678, -0.419, -3.015)
O (3.072, -0.874, -5.112)
C (4.049, -0.463, -6.078)
O (1.478, 1.056, -5.101)
C (0.191, 1.480, -4.614)
H (4.292, 2.573, -2.539)
H (2.958, 3.068, -3.607)
H (2.637, 2.031, -2.188)
H (5.009, -0.307, -5.590)
H (3.739, 0.451, -6.584)
H (4.128, -1.269, -6.802)
H (-0.114, 2.333, -5.216)
H (0.244, 1.763, -3.565)
H (-0.532, 0.674, -4.723)
C (-5.799, -5.101, 0.551)
O (-4.846, -4.737, -0.453)
P (-3.432, -4.192, 0.022)
O (-3.455, -2.994, 0.859)
O (-2.679, -4.025, -1.343)
C (-2.792, -4.997, -2.393)
O (-2.736, -5.448, 0.709)
C (-2.450, -5.426, 2.115)
H (-6.777, -5.100, 0.079)
H (-5.577, -6.100, 0.929)
H (-5.794, -4.379, 1.369)
H (-3.736, -4.865, -2.917)
H (-2.726, -6.009, -1.995)
H (-1.961, -4.818, -3.069)
H (-2.323, -6.460, 2.423)
H (-3.264, -4.970, 2.678)
H (-1.534, -4.868, 2.298)

Results
E_HOMO   -10.53 eV
Frontier orbital gap   8.77 eV
SMILES   O=C(O)CC1=C(S(=O)(=O)C(F)(F)C(F)(F)C(F)(F)C(F)(F)F)C(=O)OC1=O.COP(=O)(OC)OC.COP(=O)(OC)OC
LUMO   -1.762 eV